[1]
{
  "formula": "CH4N2OS",
  "method": "ωB97M-V/def2-TZVPD",
  "e_above_lowest_ev": 3.1974,
  "homo_lumo_gap_ev": 10.1,
  "energy_ev": -16961.991,
  "symbols": ["C", "H", "N", "H", "N", "H", "O", "S", "H"],
  "xyz": [[1.106, -0.933, 0.852], [0.839, 0.558, 2.026], [1.182, -0.388, 1.913], [-2.030, 0.033, -1.831], [-0.485, 0.856, -0.940], [0.369, 0.374, -0.433], [-1.518, -0.139, -1.044], [1.265, -1.883, -0.327], [-0.728, 1.520, -0.216]],
  "nbo_charge": [0.1428, 0.4018, -0.6573, 0.4705, -0.5165, 0.3260, -0.5980, 0.1136, 0.3170]
}

---

[2]
{
  "formula": "C13H16NS",
  "method": "ωB97M-V/def2-TZVPD",
  "charge": 1,
  "e_above_lowest_ev": 4.5148,
  "spin_multiplicity": 3,
  "homo_lumo_gap_ev": [6.8, 5.7],
  "energy_ev": -26053.125,
  "symbols": ["C", "C", "H", "H", "H", "H", "C", "H", "H", "H", "H", "H", "C", "C", "H", "C", "C", "C", "S", "N", "H", "C", "C", "H", "H", "H", "H", "H", "C", "C", "C"],
  "xyz": [[1.207, -3.502, -0.211], [1.332, 2.971, 0.311], [-0.787, -3.653, 0.721], [2.278, 3.506, 0.076], [-0.684, -0.256, -1.733], [-0.137, -0.044, 2.318], [2.069, -1.190, -0.302], [-5.807, 1.163, -0.107], [2.790, -0.512, -0.574], [0.979, 3.229, 1.401], [2.670, 1.355, 0.373], [1.382, -4.532, -0.411], [-3.779, 0.233, -0.557], [-1.521, 0.315, -1.654], [1.427, 1.430, -1.223], [-4.884, 0.624, -0.231], [-2.406, -0.120, -0.543], [0.120, 0.924, 1.839], [-1.902, -1.114, 0.679], [0.673, 0.616, 0.545], [0.574, 3.351, -0.297], [1.639, 1.539, -0.022], [-0.196, -1.651, 0.310], [0.820, 1.552, 2.321], [3.156, -3.101, -0.669], [-2.130, 0.369, -2.446], [-0.804, 1.459, 1.713], [-1.127, 1.316, -1.498], [-0.013, -3.005, 0.193], [2.220, -2.539, -0.530], [0.839, -0.733, 0.210]],
  "nbo_charge": [-0.0976, -0.6362, 0.2628, 0.2483, 0.2037, 0.2464, -0.1953, 0.2523, 0.2343, 0.2285, 0.2477, 0.2432, -0.1064, -0.6157, 0.2539, -0.1259, -0.2762, -0.4353, 0.4332, -0.1253, 0.2270, -0.2680, -0.1013, 0.2339, 0.2497, 0.2453, 0.2495, 0.2052, -0.2202, -0.1780, 0.1167]
}

---

[3]
{
  "formula": "C19H34MnN7",
  "method": "ωB97M-V/def2-TZVPD",
  "charge": 3,
  "spin_multiplicity": 6,
  "homo_lumo_gap_ev": [6.2, 8.8],
  "energy_ev": -61982.273,
  "symbols": ["C", "H", "C", "H", "C", "H", "Mn", "C", "H", "C", "H", "H", "C", "H", "C", "H", "H", "H", "H", "C", "H", "H", "H", "H", "N", "H", "C", "H", "H", "N", "H", "H", "C", "H", "C", "C", "H", "H", "H", "H", "C", "C", "N", "H", "C", "C", "H", "N", "C", "H", "C", "H", "N", "H", "N", "H", "H", "H", "H", "C", "N"],
  "xyz": [[0.025, 4.190, -0.784], [-0.116, -2.377, 3.602], [-3.979, 0.282, -0.789], [2.826, -4.303, 0.408], [0.050, 2.595, 1.610], [1.081, 2.748, 1.941], [0.376, -0.939, 0.022], [-0.750, -0.179, -3.996], [3.125, 0.463, -1.640], [-0.645, -0.326, -2.521], [1.289, -1.539, 2.942], [3.783, -1.141, -1.935], [-0.683, 3.937, 1.575], [-1.789, -0.127, -4.312], [-2.500, -1.682, 3.058], [1.700, -3.825, 2.401], [0.907, 5.080, 0.877], [-0.443, 1.950, 2.337], [1.760, 2.991, -0.349], [3.240, -2.198, 0.323], [-2.070, -1.280, 3.976], [2.325, -3.532, -1.095], [3.364, -2.117, 1.404], [0.389, -3.828, -0.022], [0.999, -3.197, 0.483], [-4.344, -0.197, 1.280], [2.372, -3.402, -0.012], [-4.983, 0.648, -0.956], [-0.240, 0.723, -4.343], [2.610, -0.943, -0.162], [-0.288, -1.025, -4.508], [1.736, -1.936, -2.870], [2.900, -0.602, -1.590], [-2.492, -2.772, 3.147], [-1.719, -1.236, 1.873], [-2.340, -0.681, 0.666], [0.557, 4.841, -1.476], [-3.350, 0.674, -2.804], [-3.539, -1.370, 2.994], [0.005, -4.150, 2.075], [-3.623, -0.197, 0.474], [-1.784, -0.213, -1.615], [-1.476, -0.705, -0.383], [-1.722, 3.798, 1.273], [1.730, -0.890, -2.551], [-3.061, 0.287, -1.836], [1.861, -0.284, -3.450], [-0.038, 4.841, 0.567], [0.800, -3.418, 1.938], [-1.000, 4.080, -1.139], [0.727, 2.835, -0.671], [0.752, 2.371, -1.656], [0.470, -0.600, -1.881], [3.002, -0.199, 0.402], [-0.415, -1.324, 1.772], [-0.552, 5.724, 0.510], [-0.872, 1.774, -0.004], [4.232, -2.330, -0.111], [-0.670, 4.414, 2.554], [0.402, -2.117, 2.680], [0.088, 1.930, 0.296]],
  "nbo_charge": [-0.2451, 0.2345, -0.1257, 0.2319, -0.2439, 0.2172, 1.4817, -0.7026, 0.2128, 0.3608, 0.2148, 0.2349, -0.2454, 0.2562, -0.7021, 0.2323, 0.4426, 0.2409, 0.2152, -0.2304, 0.2651, 0.2112, 0.2146, 0.4022, -0.6895, 0.2599, -0.2300, 0.2671, 0.2645, -0.7020, 0.2771, 0.2309, -0.2268, 0.2780, 0.3595, 0.1221, 0.2620, 0.2592, 0.2535, 0.2273, -0.1653, 0.1184, -0.5435, 0.2271, -0.2675, -0.1709, 0.2364, -0.4925, -0.2291, 0.2280, -0.2446, 0.2348, -0.5625, 0.3964, -0.5604, 0.4595, 0.3581, 0.2305, 0.2635, -0.2536, -0.6492]
}

---

[4]
{
  "formula": "C16H16BO13PS",
  "method": "ωB97M-V/def2-TZVPD",
  "e_above_lowest_ev": 0.5941,
  "homo_lumo_gap_ev": 6.8,
  "energy_ev": -64269.191,
  "symbols": ["C", "O", "H", "O", "C", "C", "O", "O", "H", "H", "H", "C", "O", "O", "S", "C", "C", "O", "H", "C", "C", "C", "C", "H", "C", "H", "C", "B", "C", "O", "H", "H", "C", "O", "C", "P", "H", "O", "H", "H", "C", "H", "O", "H", "O", "O", "H", "H"],
  "xyz": [[-2.357, -0.454, -5.015], [0.693, 3.253, 1.981], [-1.808, -0.386, 1.302], [0.632, 1.592, 0.428], [-1.773, -2.064, 4.377], [-3.010, -0.739, -2.581], [-1.413, -0.294, -0.936], [2.117, 3.199, 0.197], [-0.486, 0.011, -0.931], [-3.661, -0.843, -6.276], [6.668, 0.351, 0.708], [2.915, 1.976, 0.177], [-4.500, -1.132, -4.360], [-0.885, -2.698, 5.149], [3.230, -0.967, 1.672], [-1.125, -0.068, -4.663], [-3.062, -1.960, 4.719], [5.116, 0.899, -0.559], [-3.452, -2.381, 5.636], [-4.001, -1.262, 3.848], [1.751, 1.033, -0.251], [-2.192, -0.794, 2.224], [-3.390, -0.804, -3.990], [-0.030, -2.629, 4.680], [-1.779, -0.356, -2.229], [2.730, -1.373, -1.014], [-3.482, -0.694, 2.564], [4.195, 1.926, -0.781], [-0.753, 0.020, -3.258], [0.353, 0.382, -2.893], [1.661, 1.090, -1.351], [-3.760, -1.011, -1.851], [-1.249, -1.472, 3.105], [-0.062, -1.583, 2.855], [1.078, 2.781, 1.020], [2.085, -0.774, 0.099], [0.864, -1.467, 0.294], [-5.180, -1.126, 4.119], [6.491, 2.090, 0.523], [-5.228, -0.143, 2.252], [5.912, 1.148, 0.612], [5.264, 1.155, 1.505], [-4.376, -0.081, 1.779], [3.235, 1.912, 1.235], [-2.730, -0.547, -6.293], [4.437, 2.794, -1.820], [4.690, 2.302, -2.616], [-0.371, 0.190, -5.394]],
  "nbo_charge": [0.3138, -0.4973, 0.2520, -0.5372, 0.3806, -0.3879, -0.6569, -0.5117, 0.4968, 0.5075, 0.2047, -0.2954, -0.5176, -0.6447, -0.6017, -0.3735, -0.4065, -0.7504, 0.2427, 0.4725, -0.2193, -0.3741, 0.4726, 0.5072, 0.3719, 0.0059, 0.3101, 1.1901, 0.4730, -0.5676, 0.2415, 0.2502, 0.4561, -0.5368, 0.9889, 0.8074, 0.0119, -0.5338, 0.1756, 0.5054, -0.2615, 0.1926, -0.6329, 0.2356, -0.6202, -0.8928, 0.5074, 0.2457]
}

---

What did the fourth record say?
{
  "formula": "C16H16BO13PS",
  "method": "ωB97M-V/def2-TZVPD",
  "e_above_lowest_ev": 0.5941,
  "homo_lumo_gap_ev": 6.8,
  "energy_ev": -64269.191,
  "symbols": ["C", "O", "H", "O", "C", "C", "O", "O", "H", "H", "H", "C", "O", "O", "S", "C", "C", "O", "H", "C", "C", "C", "C", "H", "C", "H", "C", "B", "C", "O", "H", "H", "C", "O", "C", "P", "H", "O", "H", "H", "C", "H", "O", "H", "O", "O", "H", "H"],
  "xyz": [[-2.357, -0.454, -5.015], [0.693, 3.253, 1.981], [-1.808, -0.386, 1.302], [0.632, 1.592, 0.428], [-1.773, -2.064, 4.377], [-3.010, -0.739, -2.581], [-1.413, -0.294, -0.936], [2.117, 3.199, 0.197], [-0.486, 0.011, -0.931], [-3.661, -0.843, -6.276], [6.668, 0.351, 0.708], [2.915, 1.976, 0.177], [-4.500, -1.132, -4.360], [-0.885, -2.698, 5.149], [3.230, -0.967, 1.672], [-1.125, -0.068, -4.663], [-3.062, -1.960, 4.719], [5.116, 0.899, -0.559], [-3.452, -2.381, 5.636], [-4.001, -1.262, 3.848], [1.751, 1.033, -0.251], [-2.192, -0.794, 2.224], [-3.390, -0.804, -3.990], [-0.030, -2.629, 4.680], [-1.779, -0.356, -2.229], [2.730, -1.373, -1.014], [-3.482, -0.694, 2.564], [4.195, 1.926, -0.781], [-0.753, 0.020, -3.258], [0.353, 0.382, -2.893], [1.661, 1.090, -1.351], [-3.760, -1.011, -1.851], [-1.249, -1.472, 3.105], [-0.062, -1.583, 2.855], [1.078, 2.781, 1.020], [2.085, -0.774, 0.099], [0.864, -1.467, 0.294], [-5.180, -1.126, 4.119], [6.491, 2.090, 0.523], [-5.228, -0.143, 2.252], [5.912, 1.148, 0.612], [5.264, 1.155, 1.505], [-4.376, -0.081, 1.779], [3.235, 1.912, 1.235], [-2.730, -0.547, -6.293], [4.437, 2.794, -1.820], [4.690, 2.302, -2.616], [-0.371, 0.190, -5.394]],
  "nbo_charge": [0.3138, -0.4973, 0.2520, -0.5372, 0.3806, -0.3879, -0.6569, -0.5117, 0.4968, 0.5075, 0.2047, -0.2954, -0.5176, -0.6447, -0.6017, -0.3735, -0.4065, -0.7504, 0.2427, 0.4725, -0.2193, -0.3741, 0.4726, 0.5072, 0.3719, 0.0059, 0.3101, 1.1901, 0.4730, -0.5676, 0.2415, 0.2502, 0.4561, -0.5368, 0.9889, 0.8074, 0.0119, -0.5338, 0.1756, 0.5054, -0.2615, 0.1926, -0.6329, 0.2356, -0.6202, -0.8928, 0.5074, 0.2457]
}